C20H23N3O3 | wB97M-V/def2-TZVPD

Summary:
max |F|	0.791	eV/A
net charge	0
SMILES	Cc1ccnc(C)c1C(=O)NC[C@@H]1Cc2ccccc2CN1C(=O)CO
orbital gap	9.6	eV
E_tot	-1165.96744	a.u.
E_LUMO	0.4	eV

Each line ends with the Mulliken charge.
Positions of all 49 atoms, in Å:
1 C -1.605 -3.148 2.368  -1.406
2 C -0.505 -2.517 3.192  0.910
3 C -0.503 -2.706 4.566  -0.745
4 C 0.527 -2.170 5.318  -0.425
5 N 1.537 -1.483 4.789  -0.636
6 C 1.552 -1.305 3.466  0.497
7 C 2.731 -0.533 2.939  -0.978
8 C 0.545 -1.791 2.625  0.335
9 C 0.638 -1.544 1.149  0.114
10 O 1.614 -1.876 0.495  -0.607
11 N -0.419 -0.909 0.596  0.151
12 C -0.481 -0.590 -0.809  -1.320
13 C 0.512 0.508 -1.193  -0.263
14 C 0.212 1.856 -0.542  -1.418
15 C -1.031 2.478 -1.117  1.134
16 C -1.860 3.286 -0.345  -0.919
17 C -2.991 3.872 -0.893  -0.590
18 C -3.304 3.645 -2.226  -0.611
19 C -2.490 2.828 -2.994  -0.709
20 C -1.354 2.237 -2.453  0.691
21 C -0.524 1.318 -3.320  -1.208
22 N 0.601 0.704 -2.627  0.172
23 C 1.487 0.014 -3.389  0.892
24 O 1.380 -0.053 -4.601  -0.706
25 C 2.650 -0.695 -2.698  -0.507
26 O 3.600 -1.091 -3.646  -0.565
27 H -1.205 -3.584 1.452  0.319
28 H -2.089 -3.950 2.920  0.452
29 H -2.364 -2.415 2.091  0.282
30 H -1.289 -3.272 5.049  0.403
31 H 0.557 -2.299 6.393  0.380
32 H 3.363 -1.181 2.331  0.260
33 H 2.407 0.300 2.312  0.195
34 H 3.324 -0.138 3.758  0.374
35 H -1.166 -0.611 1.198  0.365
36 H -0.274 -1.487 -1.398  0.303
37 H -1.500 -0.288 -1.058  0.580
38 H 1.483 0.197 -0.806  0.509
39 H 0.121 1.743 0.541  0.386
40 H 1.070 2.515 -0.698  0.474
41 H -1.615 3.470 0.695  0.416
42 H -3.625 4.503 -0.284  0.393
43 H -4.183 4.098 -2.664  0.390
44 H -2.748 2.647 -4.032  0.442
45 H -1.172 0.533 -3.726  0.377
46 H -0.147 1.863 -4.184  0.583
47 H 3.146 -0.017 -2.004  0.256
48 H 2.277 -1.552 -2.125  0.229
49 H 3.111 -1.413 -4.413  0.348